<A>
9
Properties=species:S:1:pos:R:3 method="wB97M-V/def2-TZVPD" gap_ev="7.892 / 7.893" total_charge=+1
C -1.56579 -0.21979 -0.01214
C 1.80136 0.02332 0.08258
N -2.39328 -0.98904 -0.14563
O 0.03413 1.72907 0.14696
S 1.56751 1.66884 0.24374
I 3.69133 -0.85730 -0.06518
H -0.79895 0.60584 -0.06430
H -3.33997 -1.28420 -0.02530
H 1.00367 -0.67674 -0.16074

<B>
9
Properties=species:S:1:pos:R:3 method="wB97M-V/def2-TZVPD" gap_ev="5.893 / 6.362" total_charge=+1
C -0.16751 0.15996 -0.43145
C -1.28685 0.16811 0.10143
N 0.63427 -0.47460 -1.40042
O -2.10871 0.43436 0.94466
S -0.98702 0.84304 3.18191
I 1.17114 1.06703 2.60633
H 1.45764 0.12798 -1.92415
H 0.15182 -0.98334 -2.12789
H 1.13523 -1.34254 -0.95041

The structure with the least stability is <B>.

<A>
55
Properties=species:S:1:pos:R:3 method="wB97M-V/def2-TZVPD" gap_ev=8.820 smiles="NC(N)=O.NC(N)=O.NC(N)=O.NC(N)=O.NC(N)=O.O.O.O.O.O"
N 1.21156 5.80448 -3.64529
C 0.50037 4.72668 -3.38374
N -0.59986 4.95256 -2.78378
O 0.77483 3.57972 -3.65691
H 1.96166 5.73591 -4.31815
H 1.09131 6.65707 -3.11734
H -0.70466 5.90574 -2.46667
H -1.20086 4.21231 -2.45071
N 1.69684 -1.44123 4.28144
C 1.51461 -2.60875 4.84294
N 1.87142 -2.57953 6.06599
O 1.12917 -3.61961 4.24578
H 2.14187 -0.65905 4.73997
H 1.52336 -1.36186 3.28962
H 1.88753 -3.45219 6.57423
H 2.38923 -1.74255 6.29278
N 4.70789 -3.17228 -3.32852
C 3.89492 -3.87497 -2.57799
N 3.17621 -3.07287 -1.90229
O 3.71284 -5.10551 -2.61257
H 4.78080 -2.23135 -2.96877
H 5.18207 -3.54309 -4.13955
H 2.42973 -3.34786 -1.28000
H 3.34259 -2.07685 -1.88321
N -5.31177 2.19846 3.96697
C -4.41483 3.11286 4.22719
N -3.79047 3.63079 3.17621
O -4.25559 3.44721 5.39784
H -5.63684 2.18649 3.01078
H -5.88539 1.68068 4.61733
H -3.03917 4.27320 3.38344
H -3.83009 3.15344 2.28700
N -2.12401 -2.84842 -2.32600
C -1.98622 -3.92103 -3.05309
N -1.63568 -4.95428 -2.41705
O -2.02709 -3.80011 -4.26246
H -2.00709 -2.82067 -1.32318
H -2.56436 -2.07088 -2.79676
H -1.21737 -5.73731 -2.89870
H -1.38415 -4.89904 -1.44043
O 3.92076 0.99780 -3.53492
H 3.05058 1.35808 -3.70584
H 4.32266 0.92043 -4.40021
O 4.12847 1.45370 1.58257
H 4.18044 2.08207 2.30276
H 3.23305 1.53776 1.25488
O 0.32260 0.69553 0.35179
H -0.52691 0.86907 0.75731
H 0.10891 0.29582 -0.49128
O -2.26641 -2.77322 1.50010
H -1.83057 -2.56509 2.32652
H -2.98480 -3.35536 1.74762
O -4.06453 2.83386 -0.74687
H -3.97016 2.12899 -1.38756
H -4.92936 3.20426 -0.92321

<B>
55
Properties=species:S:1:pos:R:3 method="wB97M-V/def2-TZVPD" gap_ev=8.698 smiles="NC(N)=O.NC(N)=O.NC(N)=O.NC(N)=O.NC(N)=O.O.O.O.O.O"
N -0.55473 -5.27515 0.97594
C -0.03251 -4.05099 1.25931
N -0.53863 -3.40931 2.34630
O 0.85335 -3.52369 0.59226
H -0.08052 -5.84852 0.30361
H -1.45246 -5.56390 1.31613
H -1.34897 -3.78980 2.80054
H -0.24487 -2.46398 2.52575
N -2.01546 1.77240 -1.60778
C -1.76536 3.06823 -1.96139
N -2.84001 3.75558 -2.45406
O -0.65100 3.56497 -1.87197
H -2.89397 1.31748 -1.77193
H -1.24524 1.19064 -1.31850
H -2.66922 4.67354 -2.81633
H -3.65232 3.22158 -2.70160
N 2.90304 -1.44275 -3.79438
C 2.81689 -0.14921 -3.34173
N 1.82676 -0.02712 -2.41033
O 3.58861 0.74929 -3.62263
H 2.07106 -1.96160 -3.56706
H 3.70768 -1.79945 -4.26624
H 1.61687 0.82433 -1.92416
H 1.19691 -0.78267 -2.19519
N -2.17471 2.73789 3.19885
C -3.16815 1.90272 2.75621
N -2.83611 0.57658 2.74047
O -4.26103 2.32349 2.42008
H -1.41232 2.34248 3.72071
H -2.28559 3.73139 3.26115
H -3.51766 -0.02976 2.32170
H -1.86969 0.28199 2.80305
N 2.40264 0.74647 1.16971
C 3.66537 1.00541 0.68351
N 3.74434 2.06515 -0.15580
O 4.57978 0.23097 0.92295
H 1.58785 1.31780 0.95176
H 2.36403 0.07800 1.91534
H 4.53326 2.15630 -0.77150
H 2.90696 2.52150 -0.47702
O 1.16009 -3.20131 -2.08339
H 1.17932 -3.22177 -1.10595
H 1.86367 -3.79668 -2.35541
O -1.98148 -1.33276 -2.43381
H -2.92952 -1.41653 -2.30159
H -1.60978 -1.22465 -1.54743
O -0.61773 -0.41967 -0.02745
H -0.91940 0.01242 0.77964
H 0.33133 -0.55963 0.10408
O 0.39159 2.59615 0.74302
H -0.42321 2.79151 0.26196
H 0.64169 3.43218 1.14832
O -0.29555 -0.57758 3.38603
H 0.63379 -0.59865 3.12775
H -0.27967 -0.52132 4.34847

The structure with the least stability is <A>.

<A>
8
Properties=species:S:1:pos:R:3 method="wB97M-V/def2-TZVPD" gap_ev="7.867 / 7.303"
C -1.64282 -0.24899 -0.59801
C 2.01113 0.20819 0.78097
Br -2.24390 -1.87128 0.09389
Br -2.47430 1.36353 -0.29040
Br 0.35691 0.91775 0.62432
I 3.29342 0.11394 -0.81982
H -1.64705 -0.36902 -1.63730
H 2.34660 -0.11411 1.84635

<B>
8
Properties=species:S:1:pos:R:3 method="wB97M-V/def2-TZVPD" gap_ev="7.935 / 7.608"
C 0.85299 1.71972 -0.65524
C -1.05809 -1.50378 0.46978
Br 1.17615 2.27814 1.11572
Br 1.99878 2.15069 -2.07630
Br 0.44304 -2.42643 -0.09410
I -1.91298 -1.94232 2.37570
H 0.29724 0.71867 -0.86533
H -1.79715 -0.99468 -0.27023

The structure with the least stability is <A>.

<A>
50
Properties=species:S:1:pos:R:3 method="wB97M-V/def2-TZVPD" gap_ev=8.414 smiles="COc1cc2c(cc1OC)CN(/C=N/c1ccc3c(c1)[C@@H](O)CC3)CC2"
C 4.94978 -3.99952 -0.01184
O 5.35553 -2.62409 0.11944
C 4.43180 -1.74457 -0.32016
C 3.82007 -0.90587 0.58587
C 2.88243 0.07240 0.14161
C 2.51585 0.18826 -1.24506
C 3.21935 -0.64221 -2.14529
C 4.18187 -1.56684 -1.69057
O 4.99591 -2.14884 -2.62794
C 6.13603 -1.36549 -2.90929
C 1.45122 1.14615 -1.78814
N 0.80946 1.85868 -0.68472
C -0.56208 1.62880 -0.44014
N -1.11091 1.89102 0.72634
C -2.45397 1.60983 1.02354
C -2.94893 2.10068 2.23017
C -4.28189 1.90436 2.57757
C -5.11734 1.12735 1.77686
C -4.63809 0.56390 0.62147
C -3.29961 0.80542 0.22774
C -5.69291 -0.23024 -0.09857
O -5.44167 -1.60858 0.03272
C -6.98714 0.12652 0.68630
C -6.53994 0.72913 2.02471
C 1.68824 2.24565 0.46751
C 2.14954 0.89434 1.12496
H 5.70362 -4.69864 0.32769
H 4.01448 -4.14388 0.52292
H 4.68304 -4.25055 -1.06029
H 4.05885 -1.01369 1.63915
H 3.05574 -0.60523 -3.23905
H 6.88909 -1.43216 -2.12930
H 6.60293 -1.70152 -3.84435
H 5.86028 -0.34553 -3.05574
H 1.89829 1.88990 -2.47903
H 0.71826 0.56647 -2.33873
H -1.15864 1.21734 -1.25765
H -2.25701 2.63190 2.92603
H -4.67557 2.35812 3.48567
H -2.90024 0.32850 -0.66626
H -5.72232 0.04582 -1.17041
H -5.20361 -1.75154 0.96768
H -7.63991 -0.74568 0.84590
H -7.56642 0.87109 0.12706
H -6.51708 -0.02669 2.85278
H -7.21401 1.52510 2.35304
H 2.56718 2.76699 0.11075
H 1.23138 2.92855 1.15064
H 1.26778 0.40522 1.52723
H 2.79130 1.12387 1.99925

<B>
50
Properties=species:S:1:pos:R:3 method="wB97M-V/def2-TZVPD" gap_ev=9.140 smiles="Cc1ccc(OCC(=O)N2CCN(C(=O)Cc3ccccc3)CC2)cc1"
C -5.35986 -2.96134 0.59030
C -4.66394 -1.63746 0.48891
C -4.53255 -0.82466 1.61133
C -3.90000 0.39692 1.53270
C -3.37870 0.84122 0.31842
O -2.77047 2.07106 0.35268
C -2.24783 2.60103 -0.84233
C -1.07608 1.83118 -1.46339
O -1.05012 1.63137 -2.66508
N -0.10338 1.39454 -0.63898
C 0.08843 1.74301 0.75111
C 1.36883 2.57556 0.89388
N 2.49272 1.84018 0.35177
C 3.44155 1.36721 1.19734
O 3.44144 1.66065 2.37726
C 4.50532 0.45515 0.60184
C 3.91470 -0.86284 0.17599
C 3.01242 -1.51564 1.00903
C 2.44757 -2.71951 0.62811
C 2.78172 -3.28979 -0.58911
C 3.68846 -2.65335 -1.41864
C 4.24975 -1.44634 -1.03909
C 2.30298 1.50031 -1.03833
C 1.02264 0.67168 -1.19647
C -3.49889 0.04074 -0.80761
C -4.13899 -1.18508 -0.71064
H -4.89050 -3.58180 1.35258
H -6.40258 -2.82020 0.87303
H -5.32783 -3.49106 -0.35819
H -4.93328 -1.15625 2.55834
H -3.79864 1.03027 2.40017
H -1.91378 3.61289 -0.58834
H -3.02312 2.67830 -1.61508
H 0.19628 0.81688 1.32782
H -0.76463 2.29476 1.13730
H 1.26244 3.52047 0.34980
H 1.57620 2.77978 1.94529
H 5.01258 0.94629 -0.23030
H 5.23894 0.28592 1.39461
H 2.75826 -1.07383 1.96187
H 1.74504 -3.21424 1.28268
H 2.34003 -4.22860 -0.88752
H 3.95967 -3.09625 -2.36546
H 4.95967 -0.95740 -1.69234
H 2.19762 2.43051 -1.61043
H 3.14840 0.94158 -1.42914
H 1.13308 -0.28180 -0.66884
H 0.81476 0.48593 -2.25105
H -3.10089 0.34898 -1.76078
H -4.22547 -1.79691 -1.59702

The structure with the least stability is <A>.

<A>
18
Properties=species:S:1:pos:R:3 method="wB97M-V/def2-TZVPD" gap_ev="7.922 / 7.922" total_charge=+1
C 0.48603 -0.16847 -1.35173
C -0.70771 -0.03342 0.83770
C -0.34118 0.80127 -0.37306
C 1.89792 -0.86081 0.53492
N -1.98275 -0.86892 0.61223
O 1.36050 -1.02096 -0.68661
O 0.42261 1.87941 0.01023
O 2.32753 0.23454 1.12302
H -0.00336 -0.96440 -2.00081
H 1.10842 0.56666 -1.99465
H -0.77689 0.75772 1.56839
H -1.16956 1.25386 -0.89246
H 2.27585 -1.69787 1.01259
H -2.93980 -0.46773 0.71629
H -2.01636 -1.63915 1.29960
H -1.90399 -1.14564 -0.43033
H 0.22687 2.45966 -0.71801
H 1.73588 0.91422 0.73268

<B>
18
Properties=species:S:1:pos:R:3 method="wB97M-V/def2-TZVPD" gap_ev=10.279 total_charge=+1
O 0.65809 -1.76333 1.95215
C 0.47836 -1.37361 0.85349
C -0.34935 -0.07878 0.57308
C 0.70633 1.17762 0.76096
C 1.36137 1.63917 -0.57345
O 0.94670 1.36242 -1.67124
N -1.61608 -0.03280 1.50786
H 1.02455 -1.87243 0.02861
H -0.61029 -0.13490 -0.50284
H 0.34145 2.13051 1.24287
H 1.50074 0.83202 1.48875
H 2.22061 2.36803 -0.39617
H -2.22982 -0.87009 1.65425
H -1.28230 0.28059 2.39537
H -2.21466 0.61977 1.14745
H -1.24663 -1.56768 -3.40466
H -1.11598 -0.05348 -3.44020
O -1.38672 -0.81024 -2.83752

<C>
18
Properties=species:S:1:pos:R:3 method="wB97M-V/def2-TZVPD" gap_ev=10.934 total_charge=+1 smiles="[NH3+][C@H](CO)CC(=O)O"
N 0.10714 -0.43128 1.46653
C 0.67980 -0.56036 0.07175
C 2.20088 -0.56304 0.24288
O 2.33692 0.31437 1.30520
C 0.02519 0.53887 -0.79883
C -1.51930 0.45324 -0.97926
O -2.30423 1.20973 -1.46767
O -1.95558 -0.72736 -0.45644
H -0.72553 0.25456 1.48473
H 0.79210 -0.01888 2.23310
H -0.27520 -1.32610 1.77381
H 0.31746 -1.61245 -0.24297
H 2.68970 -0.01798 -0.66368
H 2.59357 -1.59407 0.39006
H 3.27988 0.62379 1.28310
H 0.30752 0.54028 -1.86806
H 0.22539 1.56785 -0.53438
H -2.89125 -0.98412 -0.38939

<D>
18
Properties=species:S:1:pos:R:3 method="wB97M-V/def2-TZVPD" gap_ev=10.995 total_charge=+1 smiles="[NH3+][C@H](CCO)C(=O)O"
N 0.78100 0.28192 1.50101
C 0.17040 0.25098 0.12964
C -0.77312 -0.93042 0.03152
C -2.22646 -0.50163 -0.01827
O -2.49177 0.23769 1.21461
C 1.24639 0.16980 -0.95635
O 1.21086 -0.35831 -2.01305
O 2.36548 0.78110 -0.45807
H 0.01269 0.17424 2.16459
H 1.15012 1.22481 1.63116
H 1.51464 -0.38628 1.69536
H -0.35307 1.20198 0.02643
H -0.66004 -1.60385 -0.82430
H -0.72280 -1.66587 0.84477
H -2.41953 0.24877 -0.79622
H -2.92348 -1.32489 -0.14987
H -3.29453 -0.08431 1.59552
H 3.03203 0.72734 -1.14140

The structure with the least stability is <A>.